ORCA calculation (ωB97M-V with the def2-TZVPD basis set) on a structure of composition C38H36AsN8OS2V.

As for the total charge: +2. Its HOMO energy (alpha / beta) is -11.8 / -11.9 eV. As for the total energy: -162146.2514 eV. The value obtained for the LUMO energy (alpha / beta) is -5.75 / -5.94 eV. The multiplicity is 3.

Structure (XYZ):
```
87
Properties=species:S:1:pos:R:3:lowdin_charge:R:1
V 0.2846 0.1517 -0.1408 0.43
C 2.3011 -0.4098 -4.1384 0.01
C 1.8416 -0.5168 -2.7206 -0.23
N 0.6657 -0.1660 -2.3383 0.01
N -0.2265 0.2223 -3.2909 0.02
C -1.4819 0.5483 -2.9120 -0.77
N -2.3655 0.7863 -3.8797 0.15
S -1.8581 0.7153 -1.2840 0.71
C 2.6597 -1.1433 -1.6693 -0.21
C 3.8981 -1.7092 -1.9217 0.02
C 4.5310 -2.4152 -0.9070 -0.01
C 3.9012 -2.5350 0.3157 0.00
C 2.6773 -1.9070 0.4993 -0.09
N 2.0707 -1.2166 -0.4631 0.04
H 2.0193 0.5572 -4.5601 0.10
H 3.3788 -0.4916 -4.2239 0.08
H 1.8596 -1.2014 -4.7513 0.12
H 0.0295 0.1519 -4.2646 0.14
H -2.1675 0.6356 -4.8554 0.13
H -3.3162 0.9925 -3.6204 0.12
H 4.3652 -1.6304 -2.8910 0.12
H 5.4933 -2.8767 -1.0831 0.13
H 4.3353 -3.1028 1.1263 0.12
H 2.1663 -1.9589 1.4480 0.10
S -1.1476 1.4202 1.4263 0.60
C -1.9598 0.2606 2.4816 -0.63
C -2.6282 0.7854 3.5942 -0.11
C -3.3217 -0.0401 4.4587 -0.06
C -3.3658 -1.4156 4.2493 -0.07
C -2.7068 -1.9498 3.1598 -0.12
C -2.0164 -1.1204 2.2733 -0.40
As -1.0664 -1.8585 0.7896 1.31
C -2.3318 -2.6358 -0.4377 -0.39
C -3.6788 -2.7632 -0.1282 -0.08
C -4.5540 -3.2951 -1.0668 -0.06
C -4.0859 -3.6998 -2.3083 -0.07
C -2.7391 -3.5656 -2.6221 -0.08
C -1.8649 -3.0259 -1.6911 -0.15
C -0.1162 -3.3570 1.5611 -0.37
C 0.4143 -3.2175 2.8425 -0.12
C 1.1822 -4.2367 3.3870 -0.07
C 1.4254 -5.3926 2.6556 -0.07
C 0.8919 -5.5334 1.3825 -0.07
C 0.1206 -4.5171 0.8330 -0.09
H -2.5981 1.8528 3.7706 0.10
H -3.8310 0.3921 5.3101 0.11
H -3.9040 -2.0586 4.9318 0.11
H -2.7156 -3.0213 2.9934 0.12
H -4.0525 -2.4426 0.8361 0.10
H -5.6033 -3.3964 -0.8238 0.11
H -4.7696 -4.1234 -3.0318 0.11
H -2.3724 -3.8877 -3.5885 0.11
H -0.8135 -2.9108 -1.9411 0.09
H 0.2142 -2.3209 3.4191 0.11
H 1.5780 -4.1362 4.3894 0.11
H 2.0153 -6.1909 3.0859 0.11
H 1.0629 -6.4416 0.8196 0.11
H -0.3098 -4.6446 -0.1527 0.09
C 3.0223 1.1555 3.6776 0.03
N 3.1167 1.6635 2.3059 -0.02
C 4.0171 2.6098 1.9336 0.00
C 4.0566 3.0891 0.6724 0.03
C 3.0869 2.6007 -0.2523 -0.34
N 2.2157 1.6583 0.1138 0.16
C 2.2440 1.1771 1.3710 -0.52
O 1.4472 0.2623 1.6678 -0.15
N 3.0448 3.0450 -1.5110 0.19
H 3.8072 1.6138 4.2718 0.10
H 3.1436 0.0750 3.6793 0.10
H 2.0481 1.4027 4.0936 0.11
H 4.6921 2.9500 2.7064 0.15
H 4.7776 3.8394 0.3875 0.12
H 3.6158 3.8344 -1.7634 0.12
H 2.1618 2.9285 -1.9986 0.05
N 0.1845 3.2482 -1.9414 0.17
C -0.5575 4.0995 -1.7192 -0.13
C -1.4758 5.1570 -1.4259 -0.22
C -2.5902 5.3508 -2.2418 -0.03
C -3.4726 6.3751 -1.9499 -0.05
C -3.2450 7.1970 -0.8539 -0.05
C -2.1352 7.0000 -0.0422 -0.05
C -1.2452 5.9794 -0.3227 -0.02
H -2.7540 4.7065 -3.0951 0.12
H -4.3380 6.5359 -2.5777 0.11
H -3.9374 7.9975 -0.6312 0.12
H -1.9658 7.6437 0.8098 0.12
H -0.3796 5.8118 0.3038 0.12
```